A cluster of 2 separate species, C3H6P2 in total at a distorted geometry. Source: the Open Molecules 2025 dataset; level of theory: ωB97M-V/def2-TZVPD.

```
11
Properties=species:S:1:pos:R:3:forces:R:3
C 1.0046 1.3293 -1.1342 0.335 -1.208 -1.479
C -0.7055 -2.1851 0.9103 -0.154 0.123 -0.587
C 0.8485 2.2467 -0.0331 -0.053 0.264 0.350
P 1.2006 0.3357 -2.3115 -0.182 0.823 0.961
P -1.3232 -2.0044 -0.6247 0.363 0.061 0.336
H -1.1829 -2.7107 1.7180 -0.157 -0.134 0.144
H 0.2552 -1.7502 1.1441 0.136 0.083 -0.008
H 0.6997 3.2642 -0.3992 0.007 0.012 0.057
H 1.7428 2.2284 0.5951 -0.093 0.066 0.041
H -0.0163 1.9663 0.5707 0.015 0.053 0.080
H -2.5236 -2.7202 -0.4355 -0.217 -0.143 0.105
```
Positions in Å, forces in eV/Å.

Computed properties:
relative energy (zero: lowest compared OMol25 entry of this formula, charge and spin) = 168.4 kJ/mol
calculated total energy = -21782.6914 eV
gap between HOMO and LUMO = 9.5 eV
multiplicity = 1
SMILES = CC#P.C=P
HOMO energy = -9.237 eV